Record 1
# C9H13NO2

A cluster of 2 separate species, C9H13NO2 in total (wB97M-V/def2-TZVPD, the Open Molecules 2025 dataset).

XYZ file:
```
25
Properties=species:S:1:pos:R:3:lowdin_charge:R:1
C -2.42 -2.98 0.05 -0.046
C -1.36 -1.95 0.41 -0.285
C -0.52 -1.40 -0.54 -0.044
C 0.61 -0.68 -0.16 -0.051
C 0.98 -0.65 1.17 -0.332
O 2.15 -0.09 1.60 0.045
C 0.06 -1.05 2.15 -0.006
C -1.09 -1.69 1.75 -0.050
H -2.44 -3.07 -1.03 0.070
H -3.38 -2.70 0.49 0.081
H -2.21 -3.91 0.56 0.076
H -0.76 -1.52 -1.59 0.110
H 1.20 -0.14 -0.90 0.092
H 2.46 0.63 1.04 0.098
H 0.38 -0.97 3.17 0.118
H -1.74 -2.17 2.48 0.117
C 1.56 2.39 -2.01 -0.016
C 0.83 3.27 -1.03 -0.587
N 0.14 2.67 -0.02 0.164
O 0.79 4.47 -1.20 0.037
H 2.15 3.03 -2.66 0.083
H 0.89 1.78 -2.61 0.084
H 2.28 1.74 -1.52 0.061
H -0.51 3.32 0.41 0.110
H -0.06 1.68 0.00 0.070
```

Orbital gap   9.4 eV
M   167.208 Da
Energy above the lowest of the compared OMol25 structures with the same formula, charge and spin   0.4054 eV
LUMO level   0.7 eV
SMILES string   Cc1ccc(O)cc1.CC(N)=O

Record 2
# C9H21EuINO6P

A structure of composition C9H21EuINO6P (wB97M-V/def2-TZVPD, the Open Molecules 2025 dataset).

XYZ file:
```
40
Properties=species:S:1:pos:R:3:mulliken_spin:R:1
C -0.90 -3.49 1.26 0.002
C -0.07 -2.84 2.34 -0.001
O 1.14 -2.31 1.84 0.000
C -0.78 -1.74 3.14 -0.001
N -2.04 -1.24 2.51 0.002
C -1.86 0.05 1.82 0.026
C -0.61 0.16 0.97 0.013
O -1.07 1.05 -0.01 -0.002
C -0.21 1.75 -0.88 -0.001
O -1.03 2.07 -2.00 0.000
C -1.71 1.02 -2.57 0.000
I -3.82 0.94 -1.94 -0.017
C 1.06 0.96 -1.30 0.000
O 2.09 1.21 -0.39 0.000
O 1.43 1.36 -2.57 0.000
C 2.08 2.62 -2.67 0.000
P 3.90 2.46 -2.88 0.000
O 4.29 2.53 -4.29 0.000
H -1.10 -2.82 0.44 0.001
H -1.85 -3.84 1.65 0.000
H -0.39 -4.35 0.87 0.000
H 0.16 -3.64 3.04 0.000
H 1.75 -3.03 1.63 0.000
H -0.11 -0.93 3.39 -0.001
H -1.08 -2.20 4.07 -0.001
H -2.67 -1.07 3.29 0.003
H -1.93 0.90 2.50 0.000
H -2.71 0.17 1.11 -0.050
H -0.41 -0.81 0.53 -0.004
H 0.22 0.49 1.57 -0.002
H 0.10 2.68 -0.44 0.000
H -1.30 0.05 -2.36 0.000
H -1.75 1.17 -3.63 -0.001
H 0.89 -0.11 -1.39 0.000
H 2.23 0.45 0.19 0.000
H 1.83 3.32 -1.88 0.000
H 1.75 3.07 -3.60 0.000
H 4.50 3.42 -2.05 0.000
H 4.19 1.21 -2.30 0.000
Eu -4.19 -0.70 1.00 7.032
```

Orbital gap (spin up / spin down)   5.5 / 5.6 eV
M   549.110 Da
Energy above the lowest of the compared OMol25 structures with the same formula, charge and spin   0.6752 eV
LUMO level (spin up / spin down)   -8.4 / -8.2 eV
2S+1   8
Total charge   +2

Record 3
# C2H5NO

A cluster of 2 separate species, C2H5NO in total (wB97M-V/def2-TZVPD, the Open Molecules 2025 dataset).

XYZ file:
```
9
Properties=species:S:1:pos:R:3:lowdin_charge:R:1
C -0.95 0.21 0.24 -0.180
N 0.18 0.29 -0.67 -0.124
C 2.06 -0.90 0.04 -0.025
O 1.57 -1.46 0.91 0.001
H -0.59 -0.06 1.25 0.064
H -1.54 1.14 0.33 0.067
H -1.61 -0.59 -0.08 0.078
H -0.07 0.46 -1.63 0.076
H 0.94 0.91 -0.40 0.044
```

Orbital gap   10.3 eV
M   59.068 Da
Energy above the lowest of the compared OMol25 structures with the same formula, charge and spin   1.4968 eV
LUMO level   1.2 eV

Record 4
# C5H13NO2

A structure of composition C5H13NO2 (wB97M-V/def2-TZVPD, the Open Molecules 2025 dataset).

XYZ file:
```
21
Properties=species:S:1:pos:R:3:lowdin_charge:R:1
C 1.07 0.29 1.07 -0.286
C 2.10 -0.17 0.07 -0.079
O 1.11 -0.40 2.27 -0.059
O -0.18 1.89 -0.33 -0.117
H 0.86 -1.32 2.07 0.092
H -0.16 2.45 0.46 0.073
H 1.29 1.31 1.36 0.121
H 3.10 0.10 0.42 0.085
H 1.95 0.32 -0.90 0.080
H 2.05 -1.25 -0.09 0.071
C -0.60 -1.58 -0.63 -0.103
N -2.00 0.81 -1.38 0.063
C -1.29 0.86 -0.15 -0.418
C -0.69 -0.41 0.35 -0.165
H -1.40 0.46 -2.12 0.076
H -2.29 1.74 -1.67 0.082
H -1.94 1.35 0.60 0.140
H -1.24 -0.73 1.24 0.115
H -0.24 -2.47 -0.12 0.074
H -1.57 -1.86 -1.06 0.081
H 0.08 -1.37 -1.47 0.075
```

Orbital gap   9.5 eV
M   119.164 Da
Energy above the lowest of the compared OMol25 structures with the same formula, charge and spin   3.2883 eV
LUMO level   0.8 eV

Record 5
# CHO3PS2

The ion CHO3PS2 with charge -2 (wB97M-V/def2-TZVPD, the Open Molecules 2025 dataset).

XYZ file:
```
8
Properties=species:S:1:pos:R:3:lowdin_charge:R:1
O 0.14 -2.05 -0.23 -0.442
P 0.27 -0.70 0.50 0.149
O 0.14 -0.67 2.02 -0.457
O 1.69 0.03 0.08 -0.258
C -0.91 0.58 -0.21 -1.125
S -2.48 0.47 0.19 0.414
S -0.14 1.62 -1.97 -0.124
H 1.28 0.73 -0.37 -0.157
```

Orbital gap   6.1 eV
M   156.124 Da
Energy above the lowest of the compared OMol25 structures with the same formula, charge and spin   1.4044 eV
LUMO level   5.7 eV
SMILES string   O=[P@@]([O-])(O)C(=S)[S-]
Total charge   -2

Record 6
# C4H9NO

A cluster of 2 separate species, C4H9NO in total (wB97M-V/def2-TZVPD, the Open Molecules 2025 dataset).

XYZ file:
```
15
Properties=species:S:1:pos:R:3:lowdin_charge:R:1
C -1.71 -2.29 1.06 -0.101
C -0.38 -2.41 1.01 -0.108
C 0.66 0.23 -0.14 -0.175
O -0.65 0.57 -0.18 -0.037
N 1.41 1.23 -0.61 -0.086
C 0.97 2.53 -1.10 -0.088
H -1.09 -0.22 0.18 0.035
H -2.34 -2.58 0.23 0.054
H -2.21 -1.88 1.94 0.054
H 0.26 -2.09 1.82 0.053
H 0.13 -2.79 0.12 0.054
H 2.41 1.09 -0.62 0.112
H 1.38 2.72 -2.09 0.078
H -0.12 2.53 -1.16 0.073
H 1.29 3.35 -0.45 0.081
```

Orbital gap   9.4 eV
M   87.122 Da
Energy above the lowest of the compared OMol25 structures with the same formula, charge and spin   3.1343 eV
LUMO level   1.0 eV

Record 7
# C5H11N3O

A cluster of 2 separate species, C5H11N3O in total (wB97M-V/def2-TZVPD, the Open Molecules 2025 dataset).

XYZ file:
```
20
Properties=species:S:1:pos:R:3:lowdin_charge:R:1
N 1.66 -0.09 -2.27 -0.005
C 0.47 0.74 -2.25 -0.204
C -0.76 0.23 -1.49 -0.578
N -0.97 -1.10 -1.51 0.162
O -1.54 0.99 -0.94 0.024
H 1.51 -0.95 -2.80 0.061
H 1.95 -0.34 -1.33 0.007
H 0.15 0.91 -3.28 0.121
H 0.73 1.70 -1.82 0.117
H -0.27 -1.73 -1.87 0.091
H -1.75 -1.49 -1.02 0.112
C -0.18 0.25 3.28 -0.090
C -0.53 0.28 1.79 -0.231
C 0.52 -0.34 1.04 -0.237
N 1.39 -0.86 0.50 0.174
H -0.97 0.71 3.86 0.075
H 0.75 0.80 3.46 0.081
H -0.04 -0.77 3.62 0.079
H -1.46 -0.26 1.60 0.122
H -0.66 1.30 1.43 0.120
```

Orbital gap   9.7 eV
M   129.163 Da
Energy above the lowest of the compared OMol25 structures with the same formula, charge and spin   0.3182 eV
LUMO level   0.8 eV
SMILES string   NCC(N)=O.CCC#N

Record 8
# C12H24IInO8PS

A structure of composition C12H24IInO8PS (wB97M-V/def2-TZVPD, the Open Molecules 2025 dataset).

XYZ file:
```
48
Properties=species:S:1:pos:R:3:lowdin_charge:R:1
C 4.79 -0.66 -1.40 -0.131
C 5.40 0.36 -2.37 -0.269
C 5.40 1.84 -1.91 -0.316
C 4.46 2.20 -0.74 -0.340
In 2.41 2.75 -1.43 0.129
I 1.13 3.99 0.77 0.151
P 0.98 0.75 -2.05 0.044
O -0.61 1.19 -2.24 -0.321
O 1.00 -0.33 -0.81 -0.316
S 1.68 -0.07 -3.67 0.153
H 3.70 -0.66 -1.42 0.027
H 5.15 -0.44 -0.39 0.062
H 5.16 -1.66 -1.63 0.064
H 4.93 0.22 -3.35 0.080
H 6.45 0.07 -2.50 0.088
H 5.07 2.44 -2.77 0.073
H 6.42 2.18 -1.71 0.088
H 4.82 3.14 -0.32 0.023
H 4.45 1.49 0.08 0.014
H 2.48 3.98 -2.69 -0.097
H -1.01 1.25 -1.36 0.032
H 1.20 0.16 0.00 0.023
C -1.75 -1.11 5.13 -0.018
C -1.76 -0.46 3.76 -0.323
C -1.26 -1.32 2.63 -0.093
O -0.82 -0.33 1.69 0.038
C -0.45 0.77 2.40 -0.546
O 0.12 1.71 1.94 -0.086
O -0.85 0.65 3.70 0.085
H -1.04 -1.94 5.17 0.081
H -1.46 -0.39 5.90 0.088
H -2.73 -1.51 5.37 0.084
H -2.76 -0.07 3.54 0.156
H -2.02 -1.96 2.19 0.139
H -0.39 -1.93 2.91 0.140
C -2.98 -1.46 -1.71 -0.002
C -4.45 -1.51 -1.38 -0.316
C -5.04 -0.21 -0.89 -0.089
O -6.16 -0.68 -0.11 0.058
C -5.84 -1.91 0.35 -0.573
O -6.46 -2.51 1.17 0.153
O -4.72 -2.37 -0.25 0.076
H -2.47 -0.64 -1.21 0.065
H -2.48 -2.38 -1.42 0.095
H -2.83 -1.32 -2.78 0.094
H -5.02 -1.90 -2.23 0.156
H -5.38 0.44 -1.69 0.141
H -4.37 0.33 -0.22 0.138
```

Orbital gap   6.8 eV
M   601.079 Da
LUMO level   2.1 eV
Total charge   -1